Entry 1:
This record from OMol25 describes a 7-piece molecular cluster, C5H24NO7S overall. The level of theory is ωB97M-V with the def2-TZVPD basis set.

Computed properties:
- HOMO energy (alpha / beta): -8.843 / -8.842 eV
- Spin multiplicity: 2
- M: 242.314 g/mol

```
38
Properties=species:S:1:pos:R:3:forces:R:3
C -2.5192 0.3385 -0.7653 0.79 -0.40 0.06
O -3.2680 -0.5812 -0.0963 -0.29 0.41 -1.33
C -0.9749 0.2879 -0.4818 -0.37 0.31 0.27
C -0.6006 1.5049 0.3739 -0.29 -0.25 0.66
C 0.9002 1.7347 0.5275 0.10 0.09 -0.25
S 1.6601 2.9015 -0.6562 -0.12 0.02 0.19
C 1.7764 1.9894 -2.2188 0.05 -0.27 0.07
N -0.6058 -1.0000 0.1440 -0.28 0.39 -0.04
H -2.6959 0.1696 -1.8420 -0.28 -0.01 -0.05
H -2.9506 1.3377 -0.5792 0.05 -0.03 -0.08
H -0.4397 0.3436 -1.4295 -0.20 0.07 -0.15
H -1.1359 2.4087 0.0634 0.36 -0.03 -0.41
H -1.0246 1.3165 1.3694 0.15 -0.12 0.04
H 1.4442 0.7911 0.5277 -0.03 -0.03 -0.17
H 1.1160 2.1555 1.5097 -0.04 0.20 -0.08
H 1.0348 1.1986 -2.2729 0.00 0.01 -0.02
H 1.5952 2.6724 -3.0442 -0.01 0.13 0.04
H 2.7610 1.5433 -2.3532 0.01 0.00 0.05
H -1.4627 -1.4682 0.4106 0.06 -0.24 0.10
H -0.1141 -0.8419 1.0214 0.13 0.02 -0.02
H 1.0756 -2.1780 -2.2020 0.08 0.03 0.33
H 0.7443 -1.9423 -0.6896 -0.08 -0.06 -0.49
O 1.4390 -2.2737 -1.3071 0.11 -0.05 0.16
H -1.1313 -1.1417 -3.5191 0.09 -0.07 -0.16
H -1.0454 -1.8823 -2.1909 0.09 -0.15 0.00
O -0.6872 -1.8803 -3.0891 -0.27 0.19 0.06
H 2.7544 -1.5688 -0.4157 0.26 0.10 -0.15
H 3.4512 -0.1984 -0.2755 0.11 -0.06 0.02
O 3.3768 -1.0581 0.1541 -0.24 0.02 -0.02
H -3.0443 -0.5636 1.3396 0.31 -0.42 1.58
H -3.4802 -0.1328 2.7862 0.32 -0.28 -0.10
O -2.7835 -0.6149 2.3096 -0.87 0.46 -0.27
H 2.4335 -0.8909 1.6249 -0.02 0.06 0.28
H 2.0008 -1.5641 2.9546 0.01 0.04 0.03
O 1.8513 -0.7799 2.4166 0.15 -0.23 -0.32
H 0.3187 -0.0864 3.1428 -0.42 -0.02 0.12
H -1.2721 -0.1749 3.1228 0.50 -0.04 0.05
O -0.4974 0.1287 3.6296 0.08 0.20 0.04
```
Positions in Å, forces in eV/Å.

Mulliken population analysis, charges in e, atoms 1 to 5:
1 C -0.58
2 O -0.48
3 C 1.27
4 C -1.08
5 C 0.10

***

Entry 2:
This record from OMol25 describes C13H14N2O2S as an isolated structure. The level of theory is ωB97M-V with the def2-TZVPD basis set.

Computed properties:
- HOMO energy: -8.859 eV
- Energy above the lowest of the compared OMol25 structures with the same formula, charge and spin: 1128.21 kJ/mol
- M: 262.334 g/mol

```
32
Properties=species:S:1:pos:R:3:forces:R:3
C 2.5597 1.5312 1.4720 3.31 -6.37 3.10
C 1.3201 0.8533 1.9065 0.79 1.25 4.31
C 0.1107 0.7717 1.2041 8.63 3.02 -0.59
C -0.9520 0.3315 1.6937 -6.29 -2.64 1.73
C -0.8008 -0.2340 2.8807 -6.94 -2.86 5.39
C 0.1955 -0.1379 3.7883 1.84 -1.36 1.89
C 1.3206 0.5396 3.3258 1.91 -3.05 -0.69
H 2.3083 0.2077 3.9251 -2.01 1.93 -1.54
H 0.2272 -0.7606 4.8133 -0.39 1.86 -2.47
H -1.8925 -0.6593 3.3328 3.16 0.74 -1.20
H -1.9282 0.2883 1.2857 -0.38 0.27 -0.99
S 0.2361 1.5198 -0.2169 -3.08 6.99 -10.56
O 0.8977 2.9698 -0.4933 -2.40 -5.36 2.16
O -1.2353 1.4240 -0.8541 5.49 0.30 2.62
N 1.3856 0.5726 -1.1838 -0.05 8.54 2.04
H 1.4100 1.1939 -2.0175 0.24 -0.57 0.51
C 0.9708 -0.6328 -1.3503 -6.13 -7.05 5.23
C -0.4201 -0.9354 -1.8447 -2.51 -3.42 -1.37
C -0.7691 -0.7722 -3.1838 5.31 5.34 0.67
C -2.0717 -0.8010 -3.5889 1.30 -0.32 -4.75
C -2.8069 -1.5572 -2.8186 -7.28 -2.21 2.50
N -2.7240 -1.8427 -1.4530 1.17 -0.82 -2.94
C -1.5073 -1.7237 -1.0705 3.27 3.52 0.18
H -1.3486 -1.9328 -0.0348 0.61 -0.23 0.73
H -3.8187 -1.9921 -3.1214 1.29 1.16 -0.31
H -2.2877 -0.5926 -4.7065 -0.06 -0.38 2.19
H 0.1296 -0.0033 -3.8572 -2.83 -2.67 1.80
H 0.8728 -1.2776 -0.1579 0.75 1.93 -2.97
H 1.7025 -1.1420 -1.7448 3.54 -3.37 -2.77
H 3.0259 0.8922 0.7100 0.13 -0.10 0.06
H 3.3413 1.5250 2.3451 -1.64 0.24 -1.57
H 2.5486 2.3766 1.0152 -0.76 5.71 -2.41
```
Positions in Å, forces in eV/Å.

Mulliken population analysis, charges in e, atoms 1 to 5:
1 C -1.85
2 C 1.02
3 C 0.33
4 C -0.18
5 C -0.24

***

Entry 3:
This record from OMol25 describes one molecule with the formula C8H17N3. The level of theory is ωB97M-V with the def2-TZVPD basis set.

Computed properties:
- HOMO energy: -8.391 eV
- Energy above the lowest of the compared OMol25 structures with the same formula, charge and spin: 97.93 kJ/mol
- M: 155.245 g/mol
- SMILES: CCN=C=NCCCN(C)C

```
28
Properties=species:S:1:pos:R:3:forces:R:3
C 1.6056 4.9475 -2.1761 0.46 0.86 -0.23
C 1.6889 3.6479 -1.4415 0.08 1.07 1.33
C 0.5361 1.7433 -1.2822 0.06 -0.87 0.00
C -0.7364 -0.0485 -1.0101 -1.84 -2.04 0.94
C -0.6797 -1.3684 -0.2461 0.38 -0.68 -0.85
C -0.7359 -1.1931 1.2765 -0.78 1.45 -0.67
C 0.4663 -3.1172 1.9850 1.30 -1.13 0.43
C -1.8915 -3.2273 1.8938 -0.93 -0.66 -0.77
H 2.4058 5.6150 -1.8349 0.22 -0.20 -0.58
H 1.5992 4.7382 -3.2540 0.41 0.34 0.22
H 0.7113 5.5403 -1.9794 -0.32 -0.50 0.22
H 1.5705 3.8027 -0.3487 0.25 0.17 -0.40
H 2.6390 3.1099 -1.5662 -0.08 0.39 -0.28
H -0.8408 -0.2901 -2.0757 0.11 0.23 0.10
H -1.6969 0.4419 -0.6901 1.00 0.31 -0.23
H -1.4644 -2.0101 -0.6524 -0.31 -0.02 0.38
H 0.2426 -1.8474 -0.6028 0.03 -0.01 0.42
H 0.0468 -0.4509 1.5587 -0.14 -0.95 0.11
H -1.6666 -0.6141 1.4414 0.12 -0.39 0.25
H 1.3517 -2.5284 2.2568 -0.31 0.31 -0.31
H 0.4749 -3.9021 2.7525 -0.17 -0.11 -0.23
H 0.6848 -3.6246 1.0034 -0.40 0.48 0.51
H -1.9202 -4.0496 2.6234 0.10 0.37 -0.01
H -1.9422 -3.7397 0.8823 0.17 0.54 0.69
H -2.8027 -2.6259 2.0012 0.09 -0.21 0.01
N 0.6034 2.8137 -1.8811 -0.26 -2.58 0.74
N 0.5054 0.6213 -0.7314 0.06 3.35 -1.53
N -0.7551 -2.3839 2.0978 0.71 0.50 -0.25
```
Positions in Å, forces in eV/Å.

Mulliken population analysis, charges in e, atoms 1 to 5:
1 C -1.22
2 C -0.16
3 C 0.66
4 C -0.61
5 C -0.32

***

Entry 4:
This record from OMol25 describes CH2LiMgO as an isolated structure. The level of theory is ωB97M-V with the def2-TZVPD basis set.

Computed properties:
- HOMO energy (alpha / beta): -6.145 / -6.806 eV
- Spin multiplicity: 2
- Energy above the lowest of the compared OMol25 structures with the same formula, charge and spin: 168.22 kJ/mol
- M: 61.272 g/mol

```
6
Properties=species:S:1:pos:R:3:forces:R:3
C 0.5130 -0.2284 -0.3560 0.52 0.84 1.38
O -0.1185 0.7771 -0.6938 0.66 0.62 -1.49
H 0.2993 -1.3039 -0.3983 -1.06 0.10 -1.08
Mg 2.3215 0.1883 0.8176 0.33 0.12 0.16
Li -1.7322 1.1123 0.2511 0.68 -0.85 -0.37
H -1.2832 -0.5453 0.3794 -1.13 -0.84 1.39
```
Positions in Å, forces in eV/Å.

Mulliken population analysis, charges in e, atoms 1 to 5:
1 C -0.07
2 O -0.54
3 H 0.34
4 Mg 0.18
5 Li 0.53

***

Entry 5:
This record from OMol25 describes one molecule with the formula C4H5NO. The level of theory is ωB97M-V with the def2-TZVPD basis set.

Computed properties:
- HOMO energy: -7.872 eV
- Energy above the lowest of the compared OMol25 structures with the same formula, charge and spin: 242.65 kJ/mol
- M: 83.090 g/mol
- SMILES: Oc1ccc[nH]1

```
11
Properties=species:S:1:pos:R:3:forces:R:3
O -0.0481 1.5450 -1.4986 -0.04 0.43 -0.12
C 0.0619 0.6303 -0.5098 0.50 0.11 0.13
C -0.2360 0.6687 0.8081 0.54 0.83 -0.50
C -0.0731 -0.6551 1.3493 -0.91 0.49 -0.78
C 0.4485 -1.4183 0.3115 -0.38 0.05 -0.25
N 0.5393 -0.6170 -0.7994 0.23 0.07 -0.11
H -0.5344 2.2929 -1.1171 0.24 -0.21 -0.32
H -0.6075 1.4921 1.3999 -0.23 0.05 -0.28
H -1.1628 -0.5980 1.5295 0.20 -2.01 2.10
H 0.7539 -2.4583 0.2433 -0.35 0.23 0.04
H 0.8583 -0.8824 -1.7166 0.20 -0.02 0.08
```
Positions in Å, forces in eV/Å.

Mulliken population analysis, charges in e, atoms 1 to 5:
1 O -0.52
2 C 0.16
3 C -0.39
4 C -0.41
5 C -0.34

***

Entry 6:
This record from OMol25 describes a 2-piece molecular cluster, C3H10NOS overall. The level of theory is ωB97M-V with the def2-TZVPD basis set.

Computed properties:
- Net charge: -1
- HOMO energy: -2.917 eV
- Energy above the lowest of the compared OMol25 structures with the same formula, charge and spin: 88.58 kJ/mol
- M: 108.186 g/mol

```
16
Properties=species:S:1:pos:R:3:forces:R:3
C 0.5797 -1.2391 -0.5356 1.37 1.09 0.38
C 0.6158 0.3624 -0.5634 -0.22 -0.11 -1.88
C -0.3616 1.0670 0.3671 0.29 -0.03 -0.02
S -0.1894 0.5596 2.1224 -0.54 0.08 -0.43
N 1.9972 0.9094 -0.3806 0.09 0.20 1.44
H -0.3913 -1.6918 -0.8687 0.87 0.53 0.41
H 0.8387 -1.5194 0.5501 -0.60 0.18 -1.65
H 1.4197 -1.5817 -1.2325 -1.15 0.26 0.89
H 0.2179 0.7624 -1.6248 1.25 -1.10 1.69
H -0.1738 2.1673 0.2598 -0.17 -0.70 0.04
H -1.2925 0.8813 -0.1817 -0.64 0.10 0.91
H 1.7795 1.7665 0.1530 0.23 0.13 -0.84
H 2.5016 0.4945 0.4383 -0.81 -0.67 -1.05
H -2.3954 -1.0530 -0.3209 0.17 0.20 1.06
H -2.2806 -0.8106 1.2883 0.11 0.03 -1.21
O -2.8657 -1.0748 0.5291 -0.24 -0.19 0.26
```
Positions in Å, forces in eV/Å.

Mulliken population analysis, charges in e, atoms 1 to 5:
1 C -1.10
2 C 0.40
3 C -1.18
4 S -0.58
5 N -0.79